The following is a quantum chemistry calculation of CH4BrFSi in the gas phase at a distorted geometry, from the Open Molecules 2025 dataset.

Each line ends with the natural charge from an NBO analysis.
Geometry (Å):
C  -0.35  0.42  -0.91  -1.108
Si  0.14  -0.20  0.78  1.483
F  1.84  0.59  0.76  -0.666
Br  0.47  -2.35  1.03  -0.293
H  0.00  1.39  -1.10  0.264
H  -0.02  -0.31  -1.52  0.246
H  -1.43  0.33  -1.11  0.247
H  -0.64  0.14  2.07  -0.171

Properties
lowest unoccupied orbital energy = 0.71 eV
charge = 0
max |F| = 4.14 eV/A